Density functional theory data (ωB97M-V/def2-TZVPD) for the molecule C5H6O at a distorted geometry.

ORCA input file:
```
! wB97M-V def2-TZVPD RIJCOSX def2/J DEFGRID3
* xyz 0 1
O 2.071 -0.514 -0.852
C 1.370 0.505 -0.168
C -2.677 -0.148 0.365
C -0.052 0.284 0.033
C -1.235 0.082 0.187
C 2.434 -0.312 0.488
H -2.892 -0.705 1.284
H 2.082 -0.912 1.310
H 1.858 1.439 0.040
H -3.084 -0.723 -0.473
H 3.449 0.105 0.561
H -3.224 0.800 0.413
*
```

Summary:
SMILES: CC#C[C@H]1CO1
DFT total energy: -269.2191 hartree
Kohn-Sham gap (spin up / spin down): 10.4 / 10.2 eV